(1)
Molecular formula: C3H4S2
Method: DFT, wB97M-V/def2-TZVPD

```
9
Properties=species:S:1:pos:R:3:mulliken_charge:R:1
C 0.095 -1.163 0.111 -0.886
C 0.532 0.213 -0.228 0.287
C -0.631 1.283 -0.326 -0.182
H -0.484 -2.041 -0.532 0.281
H 1.043 -1.473 0.429 0.376
H -0.118 -0.929 1.638 0.238
H -0.387 2.516 0.203 0.256
S 2.055 0.653 -0.187 -0.223
S -2.105 0.940 -1.107 -0.147
```

Properties
- DFT total energy: -912.88989 hartree
- Gap between HOMO and LUMO: 0.26982 Ha
- Energy relative to the best compared isomer or geometry (same formula, charge and spin): 447.9 kJ/mol
- Highest occupied orbital energy: -0.331 Ha
- F_max: 4.53 eV/A

---

(2)
Molecular formula: C5H9NO3
Method: DFT, wB97M-V/def2-TZVPD

```
18
Properties=species:S:1:pos:R:3:mulliken_charge:R:1
C -1.766 1.248 -1.115 -0.734
C 2.460 -0.764 -0.010 -0.941
C -0.959 -0.343 1.631 -1.067
N 1.077 -0.355 -0.060 -0.013
C 0.662 0.533 -0.936 0.436
C -0.457 -1.094 0.431 0.924
O -0.854 0.163 -0.928 -0.315
O 1.059 1.468 -1.575 -0.573
O -0.565 -2.275 0.261 -0.541
H -1.478 1.762 -2.034 0.296
H -2.774 0.847 -1.225 0.277
H -1.728 1.947 -0.276 0.320
H 3.061 -0.006 0.503 0.300
H 2.624 -1.698 0.532 0.341
H 2.923 -0.902 -0.992 0.327
H -0.589 0.680 1.673 0.348
H -0.645 -0.889 2.522 0.316
H -2.051 -0.321 1.600 0.300
```

Properties
- DFT total energy: -476.34136 hartree
- Gap between HOMO and LUMO: 0.38722 Ha
- Energy relative to the best compared isomer or geometry (same formula, charge and spin): 269.9 kJ/mol
- Highest occupied orbital energy: -0.359 Ha
- F_max: 3.37 eV/A

---

(3)
Molecular formula: C18H22N2NiO9P2
Method: DFT, wB97M-V/def2-TZVPD

```
54
Properties=species:S:1:pos:R:3:mulliken_charge:R:1
Ni 0.176 0.604 0.131 0.281
C 2.792 -2.507 0.947 -1.342
C 1.309 -2.724 1.244 1.158
O 1.075 -3.997 1.843 -0.646
P 0.693 -1.415 2.334 0.823
O 1.373 -1.775 3.725 -0.553
O -0.841 -1.659 2.617 -0.497
O 1.023 -0.022 1.888 -0.628
P 0.304 -2.654 -0.331 0.341
O -0.984 -3.532 0.046 -0.494
O 1.106 -3.177 -1.448 -0.850
O -0.257 -1.245 -0.342 -0.341
H 3.384 -2.615 1.861 0.490
H 2.980 -1.515 0.544 0.128
H 3.109 -3.245 0.212 0.396
H 1.670 -4.097 2.597 0.419
H 1.149 -1.172 4.445 0.365
H -1.388 -1.687 1.816 0.388
H -0.783 -4.475 0.066 0.360
N 6.788 -0.311 -3.135 -0.448
C 5.767 -0.118 -2.647 -0.212
C 4.479 0.123 -2.030 0.744
C 3.326 -0.402 -2.591 -0.636
C 2.122 -0.159 -1.955 -0.408
N 2.043 0.548 -0.827 0.423
C 3.156 1.051 -0.289 -0.623
C 4.399 0.870 -0.861 -0.486
H 3.360 -1.003 -3.488 0.491
H 1.197 -0.568 -2.336 0.594
H 3.043 1.597 0.638 0.474
H 5.285 1.286 -0.403 0.490
C -5.265 6.395 -1.837 -1.469
C -4.269 5.324 -1.483 0.439
C -2.941 5.422 -1.867 -0.874
C -2.002 4.447 -1.541 0.682
C -0.584 4.660 -2.014 -1.401
C -2.416 3.344 -0.780 0.948
C -3.757 3.222 -0.375 0.884
C -4.295 2.052 0.417 -1.409
C -4.656 4.213 -0.746 -0.844
C -1.441 2.284 -0.409 0.910
O -1.587 1.607 0.649 -0.780
O -0.432 2.028 -1.151 -0.710
H -4.876 7.062 -2.606 0.362
H -5.508 7.001 -0.962 0.296
H -6.197 5.960 -2.201 0.364
H -2.619 6.282 -2.445 0.289
H -0.479 5.677 -2.392 0.402
H -0.321 3.961 -2.806 0.227
H 0.140 4.508 -1.215 0.277
H -4.015 1.096 -0.024 0.257
H -5.382 2.113 0.458 0.395
H -3.903 2.046 1.433 0.229
H -5.695 4.110 -0.450 0.323
```

Properties
- Spin multiplicity: 3
- DFT total energy: -3677.11935 hartree
- Gap between HOMO and LUMO (spin up / spin down): 0.30087 / 0.30091 Ha
- Energy relative to the best compared isomer or geometry (same formula, charge and spin): 0.0 kJ/mol
- Highest occupied orbital energy (spin up / spin down): -0.327 / -0.327 Ha
- F_max: 0.59 eV/A